[1]
ORCA calculation (ωB97M-V/def2-TZVPD) on C20H24IIrNOP2 as an isolated structure in a non-equilibrium geometry.

Geometry as XYZ:
```
50
Properties=species:S:1:pos:R:3:forces:R:3
C -1.57278 3.27056 -1.63481 0.3 0.2 0.2
C -1.35462 1.97602 -1.17222 0.4 -0.1 0.2
C -0.01946 1.46967 -1.10478 0.4 0.4 -0.4
C 1.03048 2.26120 -1.60398 0.4 1.2 0.0
C 0.76581 3.52127 -2.12365 0.1 0.5 0.2
C -0.51334 4.07201 -2.07435 0.1 -0.2 -0.3
C 2.47460 1.87394 -1.37675 -0.2 -0.4 -0.8
C 2.49871 0.35139 -1.48166 0.8 -0.6 -0.3
C 1.39511 -0.44214 -1.09704 0.6 0.0 -0.3
C 1.44445 -1.88596 -1.24130 -0.2 0.9 0.6
C 2.62566 -2.50745 -1.64356 0.0 0.7 0.3
C 3.71331 -1.71975 -2.02553 0.0 0.2 0.2
C 3.59770 -0.32165 -2.01621 0.7 -0.2 0.2
H -2.57101 3.70651 -1.58348 0.2 -0.3 -0.1
H 1.62544 4.11466 -2.46206 -0.5 -0.2 0.1
H -0.68235 5.11677 -2.36990 0.0 -0.6 0.1
H 3.18425 2.35199 -2.09954 -0.9 -0.6 0.0
H 2.72834 -3.59282 -1.56968 -0.2 0.3 -0.3
H 4.67258 -2.21286 -2.23661 -0.5 0.4 -0.2
H 4.44478 0.27194 -2.36483 -0.2 -0.2 0.2
N 0.32099 0.25618 -0.50601 0.0 -0.2 -3.0
Ir -0.27280 -0.23199 1.36902 1.0 -0.9 0.9
C -2.49063 1.15798 -0.64706 -0.4 0.2 1.2
H -2.55524 0.16725 -1.10711 -0.1 0.1 0.0
H -3.45661 1.67495 -0.71211 0.2 -0.1 -0.4
C 0.26923 -2.72576 -0.81257 -0.4 -0.1 1.1
H -0.66906 -2.47179 -1.31252 0.1 0.1 -0.1
H 0.43522 -3.80217 -0.91403 0.2 0.1 -0.4
P -2.18987 0.88686 1.17763 -0.3 0.6 -1.9
P -0.05242 -2.43734 0.99632 0.3 0.5 -0.8
C 1.30462 -3.24077 1.87031 0.0 -0.7 0.1
H 1.17980 -3.08746 2.95484 0.0 -0.1 -0.4
H 1.28940 -4.31841 1.63637 0.2 0.3 0.2
H 2.27627 -2.81517 1.56796 -0.5 -0.1 0.0
C -1.62068 -3.14550 1.45862 -0.2 -1.1 0.0
H -1.54033 -4.23718 1.33599 -0.5 0.2 0.2
H -1.82956 -2.87133 2.50883 0.0 -0.3 -0.5
H -2.40653 -2.73034 0.80423 0.4 -0.3 0.3
C -2.08328 2.52816 1.91904 -0.8 0.3 0.0
H -2.99071 3.07296 1.63808 0.1 0.3 0.3
H -2.00990 2.41666 3.00592 -0.1 0.1 -0.2
H -1.20155 3.07136 1.55620 -0.2 -0.3 0.0
C -3.58608 -0.03810 1.76084 -1.0 0.5 0.3
H -3.48201 -0.16163 2.84558 -0.3 -0.1 -0.3
H -4.47432 0.55279 1.50933 -0.3 -0.4 0.3
H -3.61787 -1.02106 1.27687 0.0 0.3 0.1
C 1.46103 -0.12066 2.07163 3.9 1.0 1.2
O 2.52735 -0.05158 2.52546 -1.8 -0.4 -0.8
H 2.85142 2.36393 -0.45940 -0.4 -0.9 0.3
I -0.87349 -0.31620 3.96366 -0.5 -0.3 2.7
```
Positions in Å, forces in eV/Å.

The value obtained for the orbital gap (spin up / spin down) is 5.95 / 5.40 eV. Its spin multiplicity is 5. The calculation puts the LUMO energy (spin up / spin down) at -1.99 / -6.12 eV. The HOMO energy (spin up / spin down) comes out at -7.94 / -11.52 eV. The net charge is +1. Its expectation value of S² is 6.043.


[2]
ORCA calculation (ωB97M-V/def2-TZVPD) on C2H4N4O in the gas phase in a non-equilibrium geometry.

Geometry as XYZ:
```
11
Properties=species:S:1:pos:R:3:forces:R:3
N 2.08586 0.26234 0.20197 0.2 0.2 -0.1
C 0.77569 -0.05294 -0.02825 0.3 -0.1 -0.5
N 0.40787 -1.27013 -0.28289 1.1 0.6 -0.7
N -1.03602 -1.21452 -0.25073 0.4 0.2 0.2
C -1.29668 0.14644 -0.06248 0.4 -0.2 0.3
O -2.53499 0.63454 -0.06430 0.2 -0.2 0.1
N -0.22787 0.88385 0.02436 -0.2 -0.1 0.1
H 2.73154 -0.42219 -0.16523 0.0 0.1 0.1
H 2.32690 1.21628 -0.00178 0.1 0.1 0.0
H -0.76754 -1.78248 0.58012 -2.5 -0.2 0.5
H -2.46476 1.59880 0.04921 0.0 -0.4 0.0
```
Positions in Å, forces in eV/Å.

The value obtained for the orbital gap is 9.70 eV. The calculation puts the LUMO energy at 0.73 eV. The HOMO energy comes out at -8.97 eV. The SMILES is Nc1n[nH]c(O)n1.


[3]
ORCA calculation (ωB97M-V/def2-TZVPD) on C3H4MgO3Rb as an isolated structure in a non-equilibrium geometry.

Geometry as XYZ:
```
12
Properties=species:S:1:pos:R:3:forces:R:3
O -0.39075 -0.87772 0.76814 2.0 -0.3 0.7
C -1.32292 -0.04706 0.32014 -2.7 0.5 -1.1
C 1.00044 -0.60666 0.64400 -0.5 4.3 2.5
O -2.51150 -0.35065 0.45706 0.9 0.0 0.3
O -0.99427 1.02657 -0.31251 1.2 1.2 -0.5
C 1.60011 -0.69682 -0.64905 0.4 1.3 -2.8
H 1.52633 -0.84132 1.57269 -0.4 -1.0 -0.4
H 1.30006 0.84875 0.98398 -1.1 -2.4 -0.1
H 1.16672 -1.41021 -1.35945 0.4 0.0 0.4
H 2.69229 -0.60185 -0.61479 -0.4 -0.4 -0.1
Mg 0.75512 1.51432 -1.04846 -0.1 -2.6 0.8
Rb -4.82163 2.04266 -0.76175 0.4 -0.4 0.2
```
Positions in Å, forces in eV/Å.

The value obtained for the orbital gap (spin up / spin down) is 5.59 / 5.59 eV. The calculation puts the LUMO energy (spin up / spin down) at -4.85 / -4.85 eV. The HOMO energy (spin up / spin down) comes out at -10.45 / -10.45 eV. The net charge is +1.


[4]
ORCA calculation (ωB97M-V/def2-TZVPD) on C3H6N4O in the gas phase in a non-equilibrium geometry.

Geometry as XYZ:
```
14
Properties=species:S:1:pos:R:3:forces:R:3
C 1.05633 0.13970 -0.16912 1.3 -3.0 0.1
C 0.99529 -1.23074 0.12461 0.4 -1.2 0.3
C -1.99461 1.90232 -0.27008 0.4 -0.3 0.2
N -1.22132 -1.02845 -0.27220 0.0 2.8 -0.9
N -0.58462 1.78544 -0.61748 1.8 0.3 -0.5
N -0.07197 0.68316 -0.39542 -5.9 -0.5 0.8
N 2.07833 -2.08958 0.41139 1.1 1.9 1.0
O -0.23339 -1.71864 0.21321 2.4 -0.9 0.7
H 1.96059 0.61210 -0.10019 2.1 1.5 0.1
H -2.01684 2.15423 0.84625 -0.4 0.2 -1.6
H -2.45642 2.62757 -1.01282 0.3 -0.8 1.5
H -2.36239 0.87464 -0.34743 -0.7 0.3 -0.1
H 1.95356 -3.07818 0.63301 -0.4 0.8 -0.1
H 2.89745 -1.63357 0.95626 -2.2 -1.1 -1.4
```
Positions in Å, forces in eV/Å.

The value obtained for the orbital gap (spin up / spin down) is 7.95 / 7.95 eV. The calculation puts the LUMO energy (spin up / spin down) at 0.52 / 0.52 eV. The HOMO energy (spin up / spin down) comes out at -7.43 / -7.43 eV.


[5]
ORCA calculation (ωB97M-V/def2-TZVPD) on C2H5N in the gas phase in a non-equilibrium geometry.

Geometry as XYZ:
```
8
Properties=species:S:1:pos:R:3:forces:R:3
C 1.38816 0.01294 0.00876 3.1 -2.1 0.5
N 0.45903 -0.79353 -0.02572 -2.9 -1.2 0.4
C -0.92279 -0.33157 -0.01310 2.9 4.8 6.0
H 2.32577 -0.54621 0.21391 0.1 0.9 -0.5
H 1.47670 1.05400 -0.10088 -0.7 1.7 0.0
H -1.42443 -0.62718 -0.79780 -2.8 -1.5 -3.9
H -0.90975 0.84748 0.15751 -0.2 -1.8 -1.2
H -1.40672 -0.53551 0.99310 0.5 -0.8 -1.4
```
Positions in Å, forces in eV/Å.

The value obtained for the orbital gap is 10.56 eV. The calculation puts the LUMO energy at 1.20 eV. The HOMO energy comes out at -9.37 eV. The SMILES is C=NC.


[6]
ORCA calculation (ωB97M-V/def2-TZVPD) on a 2-piece molecular cluster, C3H2ClNO overall in a non-equilibrium geometry.

Geometry as XYZ:
```
8
Properties=species:S:1:pos:R:3:forces:R:3
C -1.09949 2.27811 -0.40865 0.1 -0.9 -1.3
C 1.10881 0.31750 0.37757 -0.2 1.1 1.7
C -1.45667 0.92302 -0.74634 0.3 1.6 0.0
N -0.70894 3.36570 -0.38634 -0.2 -0.1 0.4
O 1.16295 0.86252 1.43051 -0.1 -0.9 -1.7
Cl -2.07340 -0.01927 0.48709 -0.5 -0.8 0.6
H 1.75648 -0.51613 0.05298 0.2 -0.2 -0.1
H -1.75499 0.67552 -1.77208 0.4 0.1 0.5
```
Positions in Å, forces in eV/Å.

The value obtained for the orbital gap (spin up / spin down) is 7.44 / 8.88 eV. The calculation puts the LUMO energy (spin up / spin down) at -1.35 / -0.31 eV. The HOMO energy (spin up / spin down) comes out at -8.79 / -9.19 eV.


no.,E_tot (a.u.)
1,-1990.97471
2,-372.84319
3,-566.34202
4,-411.91962
5,-133.88866
6,-705.55222